No. 1
Below is the ion C5H12NO3 with charge +1, with properties calculated with ωB97M-V with the def2-TZVPD basis set.

Structure (XYZ):
```
21
Properties=species:S:1:pos:R:3:forces:R:3
C -0.290760 -1.132085 -1.121195 -0.59 -1.00 -1.18
C 1.096275 -1.510847 -0.468843 -0.19 0.86 -0.49
C -1.141809 -0.515886 0.003621 -2.64 0.38 -0.92
C 1.793247 -0.322321 0.105240 -2.96 1.18 -0.90
C -0.259225 1.727873 0.903087 0.65 -1.83 -1.38
N -0.272008 0.239773 0.816658 1.86 1.24 2.96
O -1.762888 -1.581006 0.695869 1.94 -0.40 -0.71
O 1.904755 0.802048 -0.597206 2.63 -0.86 2.73
O 2.405973 -0.457078 1.232916 0.27 -0.35 -0.59
H -0.452628 -0.474585 -2.063376 1.36 -0.87 1.44
H -0.723755 -2.122067 -1.445917 0.20 1.09 0.39
H 0.930468 -2.234085 0.346222 0.06 0.24 -0.43
H 1.853151 -1.900649 -1.150321 -0.27 -0.48 -0.38
H -1.987168 0.194442 -0.379962 1.59 -1.14 0.20
H 0.055808 1.907303 -0.144362 -1.11 1.55 0.68
H -1.127250 2.159168 1.386710 -0.46 0.22 -0.76
H 0.583393 2.018117 1.509620 0.41 -0.05 0.24
H -0.062881 -0.128533 1.741283 -0.69 -0.54 -0.26
H -2.558105 -1.296670 1.089725 -1.47 0.56 0.81
H 1.450997 0.853528 -1.414411 -0.91 -0.55 -1.52
H 3.080794 0.195458 1.426940 0.32 0.74 0.06
```
Positions in Å, forces in eV/Å.

For the HOMO energy, the calculation gives -0.5023 hartree. The total charge is +1.

Results of the Löwdin charge analysis, in e, for atoms 1 through 6: atom 1 (C): -0.075, atom 2 (C): -0.046, atom 3 (C): -0.423, atom 4 (C): -0.365, atom 5 (C): -0.015, atom 6 (N): -0.088



No. 2
Below is a cluster of 2 separate species, C5H12NO4 in total, with properties calculated with ωB97M-V with the def2-TZVPD basis set.

Structure (XYZ):
```
22
Properties=species:S:1:pos:R:3:forces:R:3
C -0.813967 0.118257 0.449654 0.45 2.58 -0.06
C -2.972286 0.308712 -0.782987 -3.68 -0.42 -2.13
C 2.150809 -2.079187 0.004259 -0.42 -1.46 0.83
C -2.102746 0.876469 0.303306 -0.58 -3.94 0.32
C 2.485944 0.236254 0.221769 -1.34 -0.40 -2.56
N 0.312803 0.771599 0.360098 -0.55 -2.13 0.74
O -0.830950 -1.163817 0.821542 -0.24 -0.63 -0.41
O 2.781391 1.398391 -0.280841 0.99 -0.25 -0.27
O 0.146119 2.143110 0.314205 1.08 0.56 -0.61
O 2.403341 -0.775891 -0.555699 0.78 0.67 -0.27
H -4.087293 0.572992 -0.561275 1.82 -0.73 0.11
H -2.968815 0.838683 -1.809967 1.02 -1.07 1.49
H -2.953667 -0.819042 -0.907576 0.05 1.32 -0.05
H 3.002559 -2.757769 -0.298239 -0.69 1.01 0.80
H 1.271992 -2.488939 -0.560173 0.57 0.61 0.93
H 1.958950 -1.981963 1.160695 0.40 -0.48 -2.39
H -2.622663 0.665987 1.234785 -0.09 0.74 0.33
H -2.007487 1.840557 0.012168 0.76 3.08 0.26
H 2.456507 0.038750 1.244212 0.24 0.50 1.75
H -1.724093 -1.604148 0.768953 1.15 1.05 -0.11
H 3.057919 1.383548 -1.240099 -0.55 -0.30 1.04
H 1.055633 2.477454 0.101210 -1.16 -0.32 0.26
```
Positions in Å, forces in eV/Å.

For the HOMO energy, the calculation gives -0.4806 hartree. The total charge is +1.

Results of the Löwdin charge analysis, in e, for atoms 1 through 6: atom 1 (C): -0.335, atom 2 (C): -0.104, atom 3 (C): 0.003, atom 4 (C): -0.160, atom 5 (C): -0.201, atom 6 (N): 0.027



No. 3
Below is the ion C5H12NO6 with charge +1, with properties calculated with ωB97M-V with the def2-TZVPD basis set.

Structure (XYZ):
```
24
Properties=species:S:1:pos:R:3:forces:R:3
O -0.037568 -2.451192 0.120695 -0.20 -0.58 0.21
C 0.424391 -1.243432 -0.321838 0.40 0.34 -0.29
C 1.914512 -0.939453 -0.105508 -0.12 0.00 -0.11
C 2.014914 0.580737 0.095347 -0.13 0.09 0.02
C 0.583410 1.139344 0.027297 0.34 -0.50 0.25
O 0.157731 1.531469 -1.226666 -0.15 0.03 -0.42
O 0.391636 2.098680 0.963316 0.11 0.46 0.29
N -0.257023 -0.101546 0.376975 -0.92 0.36 0.02
C -1.908804 0.010429 0.078741 1.33 -0.18 -0.14
O -2.448023 -1.018693 0.734120 -0.41 -0.20 0.29
O -2.037346 -0.083118 -1.246547 -0.39 -0.15 -0.57
O -2.238396 1.202484 0.611176 -0.17 0.40 0.17
H 0.413972 -2.746641 0.923931 0.02 0.06 -0.13
H 0.135034 -1.163318 -1.377332 0.08 0.07 0.28
H 2.504718 -1.286492 -0.950548 -0.04 -0.08 0.04
H 2.267459 -1.468386 0.781839 -0.02 -0.02 0.00
H 2.419804 0.834725 1.074789 -0.02 0.01 -0.09
H 2.643390 1.065672 -0.649946 -0.01 0.07 0.00
H 0.881255 1.592388 -1.862546 0.03 0.09 0.17
H -0.390108 2.636460 0.761713 0.07 -0.21 -0.04
H -0.207023 -0.229016 1.394249 0.09 0.04 -0.17
H -2.501675 -1.815468 0.181710 0.10 0.15 0.00
H -1.826255 0.753488 -1.695552 0.03 -0.12 0.28
H -2.900010 1.100878 1.310593 -0.02 -0.11 -0.06
```
Positions in Å, forces in eV/Å.

Its SMILES is O[C@@H]1CCC(O)(O)[N@H+]1C(O)(O)O. For the HOMO energy, the calculation gives -0.5639 hartree. The total charge is +1.

Results of the Löwdin charge analysis, in e, for atoms 1 through 6: atom 1 (O): 0.061, atom 2 (C): -0.337, atom 3 (C): -0.057, atom 4 (C): -0.033, atom 5 (C): -0.564, atom 6 (O): 0.097



No. 4
Below is the ion C5H12NOS with charge -1, with properties calculated with ωB97M-V with the def2-TZVPD basis set.

Structure (XYZ):
```
20
Properties=species:S:1:pos:R:3:forces:R:3
O 3.577570 1.296586 -1.386587 0.23 -0.22 0.31
C 2.312236 1.666957 -1.280348 1.19 0.45 1.21
N 1.489052 0.816235 -0.314863 -0.67 -0.16 -0.19
C 0.303613 0.124133 -0.846135 0.53 0.93 1.36
C -0.920005 0.510617 0.008122 0.57 -0.13 0.83
C -0.943410 -0.316491 1.310213 1.76 2.30 0.89
C -1.204714 -1.798412 1.163954 0.78 0.13 1.14
S -2.980327 -2.107309 1.054882 -0.03 -0.43 -1.06
H 1.839888 1.599619 -2.264217 -1.04 0.35 -0.36
H 2.207089 2.708795 -0.792844 -0.16 -0.46 -0.90
H 2.136283 0.207411 0.176941 0.00 0.01 -0.50
H 0.484971 -0.935871 -0.779505 -0.19 -0.68 -0.52
H 0.110704 0.457861 -1.847026 0.16 -0.10 -0.83
H -1.891859 0.448208 -0.477017 -0.12 0.01 -0.37
H -0.683975 1.555320 0.292907 -0.56 -0.42 -0.19
H -1.451228 0.304807 2.091916 -0.84 -1.29 -0.54
H 0.064005 -0.130389 1.758072 -0.03 -0.67 -0.66
H -0.854299 -2.328228 2.079895 -0.33 0.28 -0.56
H -0.578230 -2.204981 0.333486 -0.94 0.17 0.48
H -3.017364 -1.874868 -0.281845 -0.31 -0.06 0.46
```
Positions in Å, forces in eV/Å.

Its SMILES is [O-]CNCCCCS. For the HOMO energy, the calculation gives -0.0851 hartree. The total charge is -1.

Results of the Löwdin charge analysis, in e, for atoms 1 through 6: atom 1 (O): -0.355, atom 2 (C): -0.589, atom 3 (N): -0.073, atom 4 (C): -0.263, atom 5 (C): -0.222, atom 6 (C): -0.343



No. 5
Below is a cluster of 3 separate species, C5H12NOS in total, with properties calculated with ωB97M-V with the def2-TZVPD basis set.

Structure (XYZ):
```
20
Properties=species:S:1:pos:R:3:forces:R:3
C 1.160777 -1.215925 0.206765 1.39 0.49 -0.35
C -0.043546 -2.102052 0.320101 -0.77 1.36 1.59
C -0.681049 0.343066 -0.001767 1.09 -1.95 -0.15
C 1.661381 1.275144 0.351378 1.93 -3.75 0.03
C -2.582159 1.645810 0.267223 -1.91 -0.98 -0.96
N 0.662167 0.128023 0.659252 0.08 1.76 -4.23
O -1.245699 1.484649 0.235696 -0.43 1.05 0.46
S -1.497795 -1.205179 -0.221730 -0.64 0.93 -0.49
H 1.995313 -1.548510 0.920852 -1.09 0.57 -1.19
H 1.555127 -1.046275 -0.859775 -0.65 -0.59 1.60
H 0.078409 -2.984289 -0.192458 0.15 -2.05 -1.23
H -0.375834 -2.299735 1.344660 1.05 -0.37 0.09
H -0.298761 -0.030432 -2.375150 -0.58 -0.65 -2.86
H 1.709681 1.583756 -0.681784 -0.50 -0.63 -0.52
H 1.373607 2.126302 0.880410 0.02 1.10 1.47
H 2.649701 0.680388 0.590822 -1.54 2.23 -0.06
H -0.480703 -0.246853 -3.178010 0.68 0.75 2.57
H -3.016902 2.671060 0.055101 1.06 -1.47 0.45
H -3.194342 0.675908 0.067790 1.07 2.06 0.40
H 0.570632 0.065144 1.610616 -0.40 0.14 3.38
```
Positions in Å, forces in eV/Å.

For the HOMO energy (alpha / beta), the calculation gives -0.4397 / -0.4275 hartree. The total charge is +1.

Results of the Löwdin charge analysis, in e, for atoms 1 through 6: atom 1 (C): -0.157, atom 2 (C): -0.410, atom 3 (C): -0.613, atom 4 (C): 0.073, atom 5 (C): 0.040, atom 6 (N): -0.105



No. 6
Below is a cluster of 2 separate species, C5H12NP in total, with properties calculated with ωB97M-V with the def2-TZVPD basis set.

Structure (XYZ):
```
19
Properties=species:S:1:pos:R:3:forces:R:3
H 2.163718 1.473678 -2.399501 0.10 -0.94 0.42
P 0.837806 1.870475 -2.124134 -1.52 0.17 -0.65
C -0.156592 0.554329 -2.494600 -0.69 -1.83 -1.59
C 0.259751 -1.024760 -2.719535 1.92 3.06 -0.37
H -1.266756 0.765304 -2.824677 2.11 -0.19 1.39
H 0.049277 -1.336253 -3.786025 0.55 0.44 1.13
H 1.400995 -0.991839 -2.417202 -2.25 -0.69 -0.95
H -0.272426 -1.709142 -2.078802 -0.25 0.01 0.42
C -1.573994 0.275253 1.690016 -0.38 1.00 -1.22
C -0.094842 -0.138942 1.639104 -0.18 0.80 -0.94
C 0.763667 -0.062667 2.868777 1.19 -2.63 0.47
N 0.519810 -0.345990 0.543912 2.52 -0.37 4.66
H -2.052939 -0.203118 0.829853 -0.01 0.04 0.02
H -1.691060 1.406118 1.459059 0.41 -1.71 0.67
H -2.207736 0.017810 2.545789 0.66 0.10 0.19
H 1.648861 0.488519 2.656907 0.78 0.42 -0.58
H 1.199883 -1.112906 3.212923 -1.28 1.99 -0.71
H 0.353507 0.443579 3.700179 -0.98 0.21 0.96
H 0.119069 -0.369448 -0.302043 -2.71 0.11 -3.32
```
Positions in Å, forces in eV/Å.

Its SMILES is [H]/P=C\C.CC(C)=N. For the HOMO energy, the calculation gives -0.3345 hartree.

Results of the Löwdin charge analysis, in e, for atoms 1 through 6: atom 1 (H): -0.162, atom 2 (P): 0.758, atom 3 (C): -0.605, atom 4 (C): -0.176, atom 5 (H): 0.055, atom 6 (H): 0.065



No. 7
Below is the ion C5H12NS with charge -1, with properties calculated with ωB97M-V with the def2-TZVPD basis set.

Structure (XYZ):
```
19
Properties=species:S:1:pos:R:3:forces:R:3
C -1.374446 3.008875 1.638504 -1.41 -1.95 -1.98
C -1.874244 1.472674 1.652251 2.83 0.74 1.05
C -1.669131 0.768897 0.368400 1.00 -2.06 -4.03
N -0.271591 0.087919 0.145371 -1.86 3.76 1.25
C 0.025684 -0.307961 -1.179928 1.51 3.34 -1.31
C 1.491010 -0.740616 -1.446058 -0.77 -0.65 1.81
S 1.978198 -2.377476 -0.629418 -0.48 0.92 -0.74
H -0.258383 2.986379 1.636290 -1.00 0.32 0.31
H -1.721375 3.384267 0.584214 0.52 0.06 2.20
H -1.892365 3.448998 2.512444 0.75 0.48 -0.68
H -1.208896 1.046023 2.391672 0.11 -0.54 0.40
H -2.829825 1.294166 2.026681 -1.90 0.35 0.52
H -2.433125 -0.058187 -0.055358 0.89 1.88 1.53
H -1.790158 1.655120 -0.325512 0.50 -1.43 -0.33
H -0.149048 -0.627592 0.795125 0.20 -1.56 1.18
H 0.025767 0.746135 -1.769553 -0.74 -2.26 0.66
H -0.700688 -1.004091 -1.500119 -0.85 -0.96 -1.22
H 1.547244 -0.694042 -2.542333 0.67 -0.20 0.28
H 2.067581 0.035798 -0.899470 0.03 -0.23 -0.92
```
Positions in Å, forces in eV/Å.

Its SMILES is CCCNCC[S-]. For the HOMO energy, the calculation gives -0.0847 hartree. The total charge is -1.

Results of the Löwdin charge analysis, in e, for atoms 1 through 6: atom 1 (C): -0.094, atom 2 (C): -0.289, atom 3 (C): -0.235, atom 4 (N): -0.093, atom 5 (C): -0.415, atom 6 (C): -0.741



No. 8
Below is a cluster of 2 separate species, C5H12NS in total, with properties calculated with ωB97M-V with the def2-TZVPD basis set.

Structure (XYZ):
```
19
Properties=species:S:1:pos:R:3:forces:R:3
C 1.087730 0.632090 -1.294294 1.30 0.98 0.32
C 1.910649 -0.573918 -0.867776 0.45 -0.25 0.77
C 3.220780 -0.693122 -1.221035 -0.06 -0.27 -0.95
N 1.271716 -1.474520 -0.007000 0.44 0.73 -0.65
H 0.791636 1.302058 -0.430592 0.36 -0.92 -0.87
H 0.200988 0.316196 -1.764982 -1.27 -0.38 -0.27
H 1.629062 1.243713 -2.052270 0.03 -0.36 0.68
H 3.882844 -1.521233 -0.940414 -0.58 0.08 0.21
H 3.600948 -0.164639 -2.102716 -0.20 0.34 0.59
H 0.223203 -1.356193 0.031328 0.56 -0.33 -0.08
H 1.661847 -2.415854 -0.049161 -0.41 0.51 0.12
C -2.910212 1.249037 1.372080 0.37 -0.42 0.26
C -2.016884 -0.014268 1.438546 -0.94 0.30 -1.59
S -1.759476 -0.733822 -0.247339 -0.59 -0.04 0.63
H -3.967207 1.056353 1.027086 1.27 0.20 0.15
H -2.361760 1.982047 0.753810 -0.68 -0.21 -0.01
H -2.914421 1.634152 2.395872 -0.42 0.36 0.10
H -2.474294 -0.741751 2.085270 -0.22 -0.42 0.36
H -1.077156 0.273680 1.873584 0.60 0.13 0.23
```
Positions in Å, forces in eV/Å.

For the HOMO energy, the calculation gives -0.1035 hartree. The total charge is -1.

Results of the Löwdin charge analysis, in e, for atoms 1 through 6: atom 1 (C): -0.114, atom 2 (C): -0.490, atom 3 (C): -0.055, atom 4 (N): 0.033, atom 5 (H): 0.091, atom 6 (H): -0.013



Calculated values (kcal per mole) of energy relative to the best compared isomer or geometry (same formula, charge and spin) for the records, taken in order: 43.9, 77.4, 0.0, 67.6, 114.5, 64.6, 44.8, 11.7.